1.
A 2-piece molecular cluster, C2H8NOS overall at a distorted geometry. Source: the Open Molecules 2025 dataset; level of theory: wB97M-V/def2-TZVPD.

Geometry as XYZ:
```
13
Properties=species:S:1:pos:R:3:forces:R:3
C 1.21407 -0.79093 -0.00261 -0.7202 0.1198 0.1838
C -0.07605 -0.73897 0.84039 0.0681 -0.3017 -0.2687
S -1.53641 -1.41168 -0.03518 0.1705 0.1552 0.1042
N 1.09138 -0.25407 -1.35291 0.0723 0.5826 -0.1707
H 1.47124 -1.83506 -0.12285 0.2937 -0.3578 0.1718
H 1.98427 -0.26250 0.55919 0.3908 -0.0293 -0.1311
H -0.26441 0.30230 1.11282 0.0477 0.1408 0.1821
H 0.13438 -1.30300 1.76253 -0.1527 0.1652 -0.0760
H 1.09917 0.76808 -1.34348 -0.0296 -0.2697 0.1487
H 0.14854 -0.52034 -1.64530 -0.0298 -0.0826 -0.1106
H -1.37951 1.63598 -0.53000 -0.2358 -0.5683 0.4279
H -2.01405 2.08204 0.83537 0.1463 -0.6115 -0.0532
O -1.87261 2.32816 -0.07797 -0.0214 1.0573 -0.4082
```
Forces are in eV/Å.

Calculated values
* HOMO: -2.68 eV
* HOMO-LUMO gap: 6.87 eV
* total charge: -1
* maximum force: 1.13 eV/A
* calculated total energy: -609.2154 a.u.

Partial charges, Mulliken, in e: -0.556, -0.603, -0.617, -0.642, 0.239, 0.347, 0.086, 0.286, 0.235, 0.250, 0.335, 0.306, -0.665

***

2.
A 2-piece molecular cluster, C7H14NO3 overall at a distorted geometry. Source: the Open Molecules 2025 dataset; level of theory: wB97M-V/def2-TZVPD.

Geometry as XYZ:
```
25
Properties=species:S:1:pos:R:3:forces:R:3
C -0.19950 -0.77588 1.33962 0.6856 -0.8308 0.3662
C 2.52466 3.06671 -0.04608 0.5386 0.0564 -1.3642
C -2.19704 -3.59587 -0.46514 2.9070 -2.1052 -2.8274
C 1.16994 2.45110 -0.29100 -1.6597 1.7298 1.2192
C 1.13375 0.99648 0.29087 0.9213 2.5485 0.2989
C -1.76263 -2.23661 -0.59721 -1.1359 4.0093 2.0912
C -0.26578 0.60427 0.75647 0.3181 -1.3310 0.2775
N 0.25908 -1.76858 1.77729 -1.6323 3.1606 -1.5896
O 0.54934 -2.82388 2.17483 0.7865 -1.9141 0.9088
O -1.12541 -1.68134 -1.52977 0.1355 -2.6086 -1.3677
O -1.06772 0.51919 -0.46972 -0.4598 2.4796 -0.0957
H 2.77341 4.09481 -0.39769 -0.8626 -0.6909 0.1479
H 2.44833 3.05140 1.01046 1.4864 0.1992 1.2226
H 3.27481 2.42187 -0.51033 0.3468 -0.0243 0.6468
H -2.69790 -4.03782 0.35192 0.1645 0.3959 1.7149
H -2.98960 -3.61752 -1.18441 -0.7636 -0.0016 -1.2121
H -1.39634 -4.32370 -0.93256 -1.5266 1.2832 0.9465
H 0.50726 3.21467 0.26166 0.1962 -1.5244 -0.5238
H 0.82297 2.49588 -1.30043 -0.0463 -0.1951 -0.9332
H 1.41853 0.41206 -0.56307 -0.0469 -0.9548 -0.1706
H 2.00398 0.94881 1.00546 -1.3966 -0.3244 -0.1366
H -2.10358 -1.40634 0.11640 -0.0633 -1.6898 -0.5034
H -0.83270 1.20102 1.51692 0.8863 0.1108 -0.8846
H -1.09928 -0.67682 -1.49637 0.1150 0.0135 1.1066
H -1.14858 1.46611 -0.81813 0.1057 -1.7916 0.6619
```
Forces are in eV/Å.

Calculated values
* HOMO: -13.44 eV
* HOMO-LUMO gap: 8.60 eV
* total charge: +1
* maximum force: 4.66 eV/A
* calculated total energy: -555.1548 a.u.

Partial charges, Mulliken, in e: -0.293, -1.407, -1.195, -0.578, -0.600, 0.349, 0.461, 0.549, -0.623, -0.367, -0.692, 0.337, 0.393, 0.323, 0.371, 0.388, 0.327, 0.272, 0.529, 0.221, 0.510, 0.539, 0.341, 0.516, 0.330

***

3.
A 2-piece molecular cluster, C9H14O overall at a distorted geometry. Source: the Open Molecules 2025 dataset; level of theory: wB97M-V/def2-TZVPD.

Geometry as XYZ:
```
24
Properties=species:S:1:pos:R:3:forces:R:3
C 0.01202 -2.61181 0.29732 -0.6260 -0.1363 0.6109
C 1.73755 0.74751 0.15935 -0.5733 0.2711 -0.9177
C 2.42349 0.61051 -1.06202 -0.1074 -0.1146 1.5853
C 0.85591 -0.25130 0.56197 1.1811 -0.2199 -0.6725
C 0.93750 -1.48397 -0.09668 -0.9957 -1.0822 0.3475
C 2.49560 -0.62023 -1.67673 -0.0505 -0.4166 -0.6568
C 1.75842 -1.70757 -1.18340 0.6689 1.4008 0.2143
O 3.06026 1.73694 -1.49712 -0.5220 0.1134 0.6228
H 1.85810 1.71461 0.62958 -0.3673 -0.0217 0.2285
H 0.13305 -0.12907 1.35475 0.2330 0.0645 0.2532
H 3.09759 -0.69652 -2.57718 -0.0031 -0.2115 -0.0085
H 3.67892 1.49804 -2.16391 0.8149 -0.2034 -0.9478
H 0.44534 -3.60357 0.46022 0.4699 0.2400 -0.3679
H -0.77447 -2.73263 -0.45115 -0.0170 -0.0229 0.0177
H 1.82470 -2.69838 -1.60699 0.0078 0.0426 -0.2164
H -0.48252 -2.41712 1.25202 -0.0884 0.2599 -0.0799
C -2.31259 1.88712 0.58465 0.0755 0.4404 -0.8314
C -3.49216 1.29293 1.33493 0.5824 -0.5566 0.2742
H -2.32270 1.63977 -0.47802 -0.1648 -0.1126 -0.0593
H -2.27959 2.98099 0.61798 -0.0939 -0.1089 0.1707
H -1.34684 1.52282 0.92919 -0.0896 -0.0032 0.3275
H -3.36033 0.20561 1.37870 -0.0382 0.0953 0.1983
H -4.46835 1.43198 0.87748 0.0363 0.4372 -0.0687
H -3.47890 1.68336 2.35506 -0.3326 -0.1546 -0.0238
```
Forces are in eV/Å.

Calculated values
* HOMO: -8.40 eV
* structure (SMILES): Cc1ccc(O)cc1.CC
* HOMO-LUMO gap: 9.28 eV
* maximum force: 1.59 eV/A
* calculated total energy: -426.5566 a.u.

Partial charges, Mulliken, in e: -1.490, -0.637, 0.650, -0.555, 0.899, -0.385, -0.740, -0.513, 0.370, 0.410, 0.273, 0.295, 0.374, 0.293, 0.395, 0.363, -0.624, -0.840, 0.280, 0.325, 0.046, 0.245, 0.309, 0.256

***

4.
One molecule with the formula C3H3N3S at a distorted geometry. Source: the Open Molecules 2025 dataset; level of theory: wB97M-V/def2-TZVPD.

Geometry as XYZ:
```
10
Properties=species:S:1:pos:R:3:forces:R:3
C -0.56975 -0.10192 -0.14073 4.1229 2.9762 1.8208
C 0.22442 1.06910 0.09862 -0.2088 0.6424 -0.9244
C 0.19251 -1.20426 0.03789 2.9752 -4.8450 -0.8736
H -2.55529 1.00804 -0.22623 -0.0747 1.2805 -0.2673
H -0.23461 2.12014 0.32692 0.9473 -2.1326 -0.6348
H -0.23974 -2.26753 0.00838 0.3035 1.7889 0.2986
N 1.56983 1.01410 -0.05589 -2.0606 0.8937 0.8350
N 2.19589 -0.11261 -0.09603 1.1120 -2.1875 -0.0544
N 1.60397 -1.30865 0.05619 -3.2178 3.2724 -0.3354
S -2.18724 -0.21642 -0.00913 -3.8988 -1.6890 0.1354
```
Forces are in eV/Å.

Calculated values
* HOMO: -9.43 eV
* structure (SMILES): Sc1cnnnc1
* HOMO-LUMO gap: 9.07 eV
* maximum force: 5.75 eV/A
* calculated total energy: -678.4608 a.u.

Partial charges, Mulliken, in e: 0.621, -0.131, -0.313, 0.119, 0.305, 0.336, -0.151, -0.348, -0.190, -0.248

***

5.
C29H18F3MnN5O6S as an isolated structure at a distorted geometry. Source: the Open Molecules 2025 dataset; level of theory: wB97M-V/def2-TZVPD.

Geometry as XYZ:
```
63
Properties=species:S:1:pos:R:3:forces:R:3
Mn 0.42761 -0.40080 -1.57148 -2.3171 1.3675 -0.4393
F 3.20058 -4.25270 -5.31406 0.1624 -0.2288 0.1631
C 2.05945 -3.53099 -5.47637 0.2013 -0.2427 -0.2359
F 2.45231 -2.35009 -5.95863 -0.0631 0.2166 0.1257
F 1.40964 -4.15284 -6.48330 -0.2872 -0.0485 -0.0753
C 1.28272 -3.46647 -4.20850 -0.1625 -0.4039 0.5056
C 1.18220 -4.55778 -3.40072 0.4737 0.8027 -1.1323
C 0.56259 -4.60388 -2.12637 -0.4004 0.0701 0.7865
C 0.28607 -3.57339 -1.25190 0.5146 -0.7098 -0.2563
N 0.67009 -2.30197 -1.30962 -0.3085 -1.0857 2.1333
C 0.57423 -2.25313 -3.72044 -0.5415 0.2261 -1.4512
S 0.35441 -0.68683 -4.59713 0.4110 0.4299 0.2175
H 1.58983 -5.49238 -3.76209 0.1015 -0.0808 -0.0359
H 0.32031 -5.59235 -1.76165 -0.1464 0.0009 0.0487
H -0.20518 -3.81819 -0.31673 -0.0547 0.0851 -0.0123
O -6.04279 -2.30408 -3.47341 -0.4751 -0.7659 -0.6909
C -5.75155 -1.34409 -2.77549 1.7118 -0.1506 0.3267
O -6.38870 -0.42681 -2.27175 -0.8106 0.8759 0.4861
C -4.20119 -1.27365 -2.42132 -0.8988 0.0989 0.0374
C -3.79780 -0.67950 -1.22990 0.4999 -0.0019 -0.0464
C -2.44992 -0.55015 -0.98169 -0.1422 0.1373 0.3504
N -1.48875 -0.94765 -1.83366 -0.3771 -0.0837 -0.2829
C -1.87618 -1.66089 -2.91277 -1.0338 0.0895 -0.0319
C -3.23043 -1.81930 -3.23071 0.7149 0.0700 0.2306
C -0.93974 -2.45790 -3.75814 0.4882 -0.7724 -0.3838
O -1.39311 -3.26443 -4.55221 0.0246 0.3647 0.4358
O 1.23755 -1.88404 -2.49322 1.5222 -0.5281 -0.9680
H -4.53610 -0.31658 -0.53205 -0.0649 0.0735 0.0265
H -2.09664 -0.12947 -0.04615 -0.0368 0.0391 -0.0798
H -3.48963 -2.38645 -4.11126 -0.0516 -0.0320 0.0311
C -1.02427 -0.26923 6.16625 0.0071 -0.3245 -0.0131
O -0.99474 1.13171 6.28988 0.2507 0.5037 -0.1328
C -0.09236 1.82518 5.53487 -0.0650 0.1354 0.0720
C 0.79049 1.25046 4.62417 -0.2444 -0.2815 0.2220
C 1.63517 2.04542 3.87842 0.1802 0.5526 -0.0207
C 1.64417 3.44180 4.02938 -1.4735 -1.4359 0.3266
C 0.79363 4.00201 4.99964 0.2354 -0.1249 -0.4666
C -0.06845 3.21222 5.71959 -0.2202 -0.3424 0.1217
N 2.50204 4.28367 3.37484 1.4737 0.7023 -0.2942
N 3.10428 4.03178 2.30255 0.7390 2.4036 1.1474
C 2.78560 3.23658 1.28097 -0.5768 -1.8800 -1.6626
C 3.86390 2.72645 0.51819 -0.8999 0.8331 1.2885
C 3.69173 1.74161 -0.41680 -1.0673 -1.1555 -0.8867
C 2.39763 1.23762 -0.67259 0.7583 0.5373 0.5658
O 2.11504 0.23673 -1.43716 1.5662 -0.1973 -0.2426
C 1.27762 1.88971 -0.08699 -0.1314 0.0832 0.1607
N 0.06560 1.43701 -0.55527 -0.1508 1.0882 0.4257
C -0.99931 2.17594 -0.20567 0.3525 -1.0072 -0.7097
C -0.92766 3.23998 0.67326 0.6472 0.6557 0.6755
C 0.28060 3.60005 1.25659 -0.8768 -0.2313 -0.3898
C 1.43379 2.92640 0.85981 0.8016 -0.4348 -0.1108
H -1.76726 -0.61607 6.88316 0.0666 -0.0042 -0.0723
H -0.05217 -0.71228 6.41031 -0.0778 0.0148 -0.0169
H -1.32356 -0.58340 5.16012 0.0416 0.0472 0.0548
H 0.82259 0.18065 4.48304 -0.0124 -0.0597 0.0055
H 2.32317 1.57955 3.18757 0.0006 -0.0385 -0.0601
H 0.81133 5.07139 5.14481 0.0520 0.1112 0.0347
H -0.74370 3.64131 6.44452 -0.0503 0.0454 0.0665
H 4.85247 3.07864 0.77223 0.0596 0.0587 0.0484
H 4.53245 1.30932 -0.93884 -0.0013 -0.0465 -0.0551
H -1.94662 1.92538 -0.66386 0.0353 -0.1519 0.0384
H -1.82691 3.78755 0.90496 -0.0990 0.0162 0.0044
H 0.32187 4.41367 1.96079 0.0257 0.1150 0.0925
```
Forces are in eV/Å.

Calculated values
* HOMO (spin up / spin down): -5.04 / -5.08 eV
* expectation value of S²: 6.114
* HOMO-LUMO gap (spin up / spin down): 5.31 / 5.16 eV
* total charge: -1
* maximum force: 2.76 eV/A
* calculated total energy: -3689.8424 a.u.
* multiplicity: 5

Partial charges, Mulliken, in e: 0.418, -0.297, 0.633, -0.278, -0.267, -0.037, -0.394, -0.686, -0.266, -0.315, 1.659, -0.462, 0.431, 0.314, 0.414, -0.684, 0.347, -0.710, 0.278, -0.946, -0.884, 0.463, 0.536, -0.875, -0.236, -0.683, -0.254, 0.464, 1.150, 0.638, -0.786, -0.450, 0.939, -0.508, -0.369, -0.290, -0.100, -0.595, -0.641, -0.442, -0.092, -0.352, -0.992, 0.938, -0.459, 0.263, -0.794, -0.379, -1.143, -0.210, 0.620, 0.231, 0.322, 0.321, 0.396, 0.482, 0.457, 0.417, 0.456, 0.455, 0.737, 0.443, 0.652